# 1
{
  "formula": "C10H24O4P2Tl",
  "method": "ωB97M-V with the def2-TZVPD basis set",
  "species": ["C", "C", "C", "C", "C", "C", "C", "C", "O", "P", "O", "O", "O", "P", "C", "C", "H", "H", "H", "H", "H", "H", "H", "H", "H", "H", "H", "H", "H", "H", "H", "H", "H", "H", "H", "H", "H", "H", "H", "H", "Tl"],
  "xyz": [[-0.6405, 3.8250, 2.4713], [-1.2890, 3.5825, 1.0942], [-0.8882, 2.1669, 0.5571], [-0.4320, 2.2755, -0.9284], [-1.4306, 1.6829, -1.8880], [-1.1834, 0.1101, -2.1749], [0.0462, 0.0710, -3.0908], [1.0199, -1.1191, -2.7602], [2.0967, -0.7214, -1.9387], [2.3597, -1.6036, -0.6172], [3.2743, -0.9773, 0.2873], [2.8770, -2.9684, -1.1596], [0.8972, -1.8522, 0.0905], [1.0885, -2.9459, 1.3141], [0.6871, -1.9667, 2.8559], [-0.3450, -4.0702, 1.0940], [-1.2596, 4.4919, 3.0821], [0.3548, 4.2352, 2.3157], [-0.5003, 2.9070, 3.0443], [-2.3741, 3.6581, 1.1836], [-0.9710, 4.3891, 0.4362], [-0.0299, 1.8243, 1.1354], [-1.6888, 1.4454, 0.7186], [-0.1868, 3.3045, -1.2092], [0.4948, 1.6910, -0.9883], [-2.4779, 1.7486, -1.5420], [-1.3257, 2.1829, -2.8531], [-1.0745, -0.4438, -1.2441], [-2.0817, -0.2598, -2.6660], [0.6423, 0.9791, -3.0674], [-0.2838, -0.0449, -4.1228], [1.4311, -1.3609, -3.7596], [0.5104, -2.0195, -2.4158], [3.7661, -3.1432, -0.7900], [1.2180, -1.0160, 2.8589], [0.8776, -2.5568, 3.7659], [-0.3808, -1.7241, 2.7618], [-1.2240, -3.4186, 1.2031], [-0.3845, -4.8275, 1.8750], [-0.3891, -4.4844, 0.0896], [-0.8003, -3.0469, 4.9816]],
  "lowdin_charge": [-0.05, -0.17, -0.13, -0.13, -0.08, -0.08, -0.10, -0.16, -0.10, 0.29, -0.17, -0.05, -0.38, 1.06, -0.31, -0.17, 0.12, 0.10, 0.07, 0.13, 0.12, 0.10, 0.12, 0.15, 0.14, 0.17, 0.14, 0.10, 0.13, 0.13, 0.14, 0.18, 0.13, 0.15, 0.08, -0.12, 0.01, 0.07, 0.07, 0.08, 1.21],
  "orbital_gap_ev": 2.490,
  "fmax_ev_per_a": 2.57,
  "homo_energy_ev": -18.5,
  "total_charge": 3
}

***

# 2
{
  "formula": "C4H7NO",
  "method": "ωB97M-V with the def2-TZVPD basis set",
  "species": ["C", "N", "C", "C", "C", "O", "H", "H", "H", "H", "H", "H", "H"],
  "xyz": [[1.7044, 0.3814, -0.1071], [0.2507, 0.1659, -0.0807], [-0.4749, 1.2661, -0.2022], [-0.2751, -1.0249, 0.2897], [-1.6924, -1.2049, 0.1346], [-2.3890, -2.0460, 0.6816], [1.9134, 1.3187, -0.6280], [2.2405, -0.4488, -0.5631], [2.0062, 0.5037, 0.9358], [-1.4108, 1.3302, 0.3250], [-0.1085, 2.0597, -0.8371], [0.3705, -1.8174, 0.6452], [-2.1350, -0.4838, -0.5936]],
  "lowdin_charge": [-0.02, -0.25, 0.02, -0.08, -0.33, -0.01, 0.09, 0.09, 0.11, 0.08, 0.07, 0.12, 0.11],
  "orbital_gap_ev": 7.763,
  "fmax_ev_per_a": 0.43,
  "de_lowest_ev": 3.115,
  "homo_energy_ev": -7.7,
  "total_charge": 0
}

***

# 3
{
  "formula": "C5H27N2O9",
  "method": "ωB97M-V with the def2-TZVPD basis set",
  "species": ["N", "C", "C", "C", "C", "C", "N", "O", "H", "H", "H", "H", "H", "H", "H", "H", "H", "H", "H", "H", "H", "O", "H", "H", "O", "H", "H", "O", "H", "H", "O", "H", "H", "O", "H", "H", "O", "H", "H", "O", "H", "H", "O"],
  "xyz": [[0.6739, 0.7622, -0.7214], [-0.4673, -0.1411, -0.3355], [-1.0775, 0.4146, 1.0115], [-2.6072, 0.3017, 1.1123], [-3.1951, 0.7803, 2.1932], [-1.5577, -0.2622, -1.4069], [-2.0886, -1.4534, -1.6635], [-1.9558, 0.8304, -1.8035], [0.3886, 1.7508, -0.4428], [0.7027, 0.7596, -1.7553], [1.6553, 0.4898, -0.6204], [-0.0205, -1.0976, -0.0562], [-0.6973, 1.4107, 1.2208], [-0.6702, -0.0676, 1.9053], [-3.1608, -0.1567, 0.3020], [-2.7370, 1.1968, 3.0817], [-4.2629, 0.8202, 2.4016], [-1.7964, -2.3753, -1.3432], [-2.8656, -1.3410, -2.3058], [-0.3225, 3.5335, 3.1558], [-0.4722, 2.4279, 4.2049], [-0.5474, 2.6025, 3.2475], [3.1467, 2.9404, -0.5840], [4.4144, 1.9175, -0.7303], [3.4612, 2.0312, -0.6729], [-1.2530, -4.3812, -0.5115], [-1.8242, -3.5707, 0.6317], [-2.0633, -3.8979, -0.2530], [1.2990, -3.9355, 0.6351], [1.7650, -2.5084, 0.7712], [1.2670, -3.0829, 0.1612], [1.6235, -0.7419, -3.3421], [0.2930, -0.8412, -4.0949], [0.7801, -0.3005, -3.4742], [-1.5226, 3.3047, 0.1726], [-1.3758, 2.6527, -1.1497], [-0.8355, 3.0106, -0.4262], [4.1032, -0.9969, -0.7168], [2.9867, -1.9483, -1.4310], [3.1704, -1.1656, -0.8906], [2.5752, -0.1151, 2.2869], [2.8121, 0.5127, 0.8523], [2.2584, -0.0697, 1.3841]],
  "lowdin_charge": [0.19, -0.18, -0.14, -0.14, 0.01, -0.54, 0.22, 0.05, 0.13, 0.12, 0.08, 0.11, 0.07, 0.12, 0.09, 0.05, 0.06, 0.08, 0.14, 0.05, 0.06, -0.05, 0.07, 0.06, -0.04, 0.06, 0.06, -0.06, 0.06, 0.03, -0.07, 0.05, 0.06, -0.02, 0.07, 0.05, -0.05, 0.06, 0.06, -0.06, 0.06, 0.00, -0.05],
  "orbital_gap_ev": 9.227,
  "fmax_ev_per_a": 2.75,
  "de_lowest_ev": 0.983,
  "homo_energy_ev": -11.9,
  "total_charge": 1
}

***

# 4
{
  "formula": "C43H52LiN8P3",
  "method": "ωB97M-V with the def2-TZVPD basis set",
  "species": ["Li", "N", "P", "C", "C", "C", "C", "C", "C", "C", "C", "C", "C", "C", "C", "P", "C", "C", "C", "C", "C", "C", "C", "C", "C", "C", "C", "C", "H", "H", "H", "H", "H", "H", "H", "H", "H", "H", "H", "H", "H", "H", "H", "H", "H", "H", "H", "H", "H", "C", "C", "C", "C", "C", "C", "C", "H", "H", "H", "H", "H", "H", "H", "C", "N", "C", "N", "C", "N", "C", "P", "C", "C", "H", "H", "H", "H", "H", "H", "H", "H", "H", "H", "H", "H", "C", "N", "C", "N", "C", "N", "C", "N", "C", "C", "H", "H", "H", "H", "H", "H", "H", "H", "H", "H", "H", "H"],
  "xyz": [[-0.2938, 0.0903, -0.2622], [1.6217, 1.5287, 1.7680], [0.8331, 2.4545, 0.5165], [2.1500, 3.6650, 0.0792], [3.1872, 3.9921, 0.9460], [4.1242, 4.9511, 0.5878], [4.0323, 5.5979, -0.6385], [2.9935, 5.2869, -1.5047], [2.0602, 4.3229, -1.1452], [-0.1933, 3.6050, 1.5154], [-0.1974, 3.6727, 2.9037], [-1.0223, 4.5788, 3.5623], [-1.8392, 5.4347, 2.8405], [-1.8295, 5.3850, 1.4522], [-1.0197, 4.4714, 0.7991], [2.0643, -0.0982, 1.2859], [3.2712, -0.5248, 2.5983], [3.8324, -1.8011, 2.5449], [4.8159, -2.1768, 3.4450], [5.2399, -1.2819, 4.4212], [4.6661, -0.0216, 4.4967], [3.6848, 0.3585, 3.5875], [3.2509, 0.2266, -0.0837], [4.4189, 0.9754, 0.0774], [5.3229, 1.1000, -0.9625], [5.0883, 0.4561, -2.1752], [3.9427, -0.3038, -2.3438], [3.0272, -0.4135, -1.3004], [0.9468, 1.4236, 2.5240], [3.2522, 3.4977, 1.9084], [4.9289, 5.1986, 1.2704], [4.7659, 6.3445, -0.9159], [2.9113, 5.7876, -2.4616], [1.2510, 4.0826, -1.8296], [0.4506, 3.0439, 3.5026], [-1.0216, 4.6123, 4.6445], [-2.4832, 6.1353, 3.3567], [-2.4664, 6.0471, 0.8791], [-1.0440, 4.4192, -0.2848], [3.4962, -2.5035, 1.7876], [5.2485, -3.1680, 3.3903], [6.0143, -1.5692, 5.1211], [4.9852, 0.6731, 5.2638], [3.2449, 1.3468, 3.6472], [4.6223, 1.4568, 1.0253], [6.2222, 1.6894, -0.8283], [5.8056, 0.5425, -2.9821], [3.7559, -0.8054, -3.2866], [2.1204, -0.9953, -1.4332], [-1.8679, -0.0898, 1.0817], [-2.9543, 0.4833, 0.2982], [-3.2865, 1.8556, 0.3904], [-4.2214, 2.4501, -0.4383], [-4.8949, 1.7100, -1.4087], [-4.6265, 0.3478, -1.4924], [-3.6903, -0.2520, -0.6587], [-2.0294, -1.1406, 1.3426], [-1.6830, 0.4841, 1.9973], [-2.7857, 2.4518, 1.1446], [-4.4350, 3.5090, -0.3275], [-5.6225, 2.1757, -2.0606], [-5.1614, -0.2624, -2.2133], [-3.5175, -1.3189, -0.7451], [-0.8689, -5.4683, -1.9639], [-1.6964, -4.9325, -0.8855], [-1.0965, -5.3047, 0.3950], [0.2959, -4.8817, 0.5384], [1.0617, -5.4188, -0.5848], [0.5320, -5.0511, -1.8976], [0.6651, -3.6129, -2.1396], [-0.2435, -2.5395, -0.9013], [-1.8543, -3.4813, -0.9948], [0.4059, -3.4234, 0.6078], [-1.2869, -5.1571, -2.9229], [-0.9006, -6.5578, -1.9072], [-1.1311, -6.3920, 0.4828], [-1.6854, -4.8688, 1.2036], [1.0533, -6.5078, -0.5112], [2.0946, -5.0731, -0.5096], [0.2867, -3.3853, -3.1395], [1.7265, -3.3485, -2.1264], [-2.3490, -3.2382, -1.9376], [-2.4972, -3.1308, -0.1869], [-0.1317, -3.0501, 1.4815], [1.4545, -3.1492, 0.7381], [0.8055, 1.3123, -3.2458], [-0.3818, 0.7606, -2.5700], [-0.9384, -0.2976, -3.4346], [-1.2848, 0.1958, -4.7671], [-0.0781, 0.7629, -5.3761], [0.4989, 1.8476, -4.5717], [-0.5252, 2.8878, -4.4259], [-1.7444, 2.3808, -3.7985], [-1.4043, 1.8338, -2.4847], [-2.2685, 1.2811, -4.6142], [1.5458, 0.5207, -3.3561], [1.2376, 2.0976, -2.6231], [-1.8360, -0.6973, -2.9564], [-0.1979, -1.0954, -3.5333], [-0.3351, 1.1556, -6.3611], [0.6674, -0.0256, -5.4976], [-0.7686, 3.2815, -5.4141], [-0.1225, 3.7010, -3.8172], [-2.3047, 1.4300, -2.0268], [-1.0196, 2.6335, -1.8484], [-2.5315, 1.6599, -5.6032], [-3.1649, 0.8867, -4.1327]],
  "lowdin_charge": [0.35, -0.42, 0.98, -0.36, -0.10, -0.08, -0.09, -0.08, -0.11, -0.36, -0.09, -0.08, -0.08, -0.08, -0.12, 0.98, -0.37, -0.10, -0.08, -0.09, -0.08, -0.10, -0.37, -0.08, -0.07, -0.07, -0.09, -0.13, 0.02, 0.09, 0.10, 0.10, 0.10, 0.07, 0.09, 0.10, 0.10, 0.11, 0.10, 0.09, 0.10, 0.10, 0.10, 0.09, 0.10, 0.11, 0.11, 0.11, 0.05, -0.22, -0.38, -0.08, -0.11, -0.13, -0.13, -0.09, 0.00, 0.01, 0.09, 0.10, 0.09, 0.10, 0.08, -0.19, -0.15, -0.19, -0.15, -0.19, -0.15, -0.34, 0.97, -0.33, -0.34, 0.13, 0.12, 0.12, 0.13, 0.12, 0.12, 0.08, 0.08, 0.09, 0.07, 0.09, 0.05, -0.18, -0.10, -0.20, -0.08, -0.17, -0.08, -0.17, -0.07, -0.18, -0.16, 0.10, 0.10, 0.11, 0.10, 0.12, 0.12, 0.12, 0.12, 0.09, 0.09, 0.12, 0.12],
  "orbital_gap_ev": 6.362,
  "fmax_ev_per_a": 0.62,
  "homo_energy_ev": -6.0,
  "total_charge": 0
}

***

Repeat the second record exactly.
{
  "formula": "C4H7NO",
  "method": "ωB97M-V with the def2-TZVPD basis set",
  "species": ["C", "N", "C", "C", "C", "O", "H", "H", "H", "H", "H", "H", "H"],
  "xyz": [[1.7044, 0.3814, -0.1071], [0.2507, 0.1659, -0.0807], [-0.4749, 1.2661, -0.2022], [-0.2751, -1.0249, 0.2897], [-1.6924, -1.2049, 0.1346], [-2.3890, -2.0460, 0.6816], [1.9134, 1.3187, -0.6280], [2.2405, -0.4488, -0.5631], [2.0062, 0.5037, 0.9358], [-1.4108, 1.3302, 0.3250], [-0.1085, 2.0597, -0.8371], [0.3705, -1.8174, 0.6452], [-2.1350, -0.4838, -0.5936]],
  "lowdin_charge": [-0.02, -0.25, 0.02, -0.08, -0.33, -0.01, 0.09, 0.09, 0.11, 0.08, 0.07, 0.12, 0.11],
  "orbital_gap_ev": 7.763,
  "fmax_ev_per_a": 0.43,
  "de_lowest_ev": 3.115,
  "homo_energy_ev": -7.7,
  "total_charge": 0
}